Entry a
The following is a quantum chemistry calculation of a molecular structure, H35O17, from the Open Molecules 2025 dataset.

Structure (XYZ):
```
52
H35O17 ωB97M-V/def2-TZVPD
O 3.094 -3.097 -0.446
H -0.945 -0.007 -2.039
O -4.466 -0.409 0.945
H 2.344 -3.700 2.512
H 0.317 0.513 4.082
H 0.744 2.288 0.933
H 0.719 2.853 -3.957
H -5.414 -0.342 0.908
H 3.498 -2.593 -1.160
H -2.387 3.883 -0.995
H -0.574 -0.099 5.107
H -1.711 1.528 0.599
H -2.393 -0.696 -1.932
H 1.377 4.614 1.868
O 1.686 -3.463 3.168
H 2.464 0.199 -4.523
H -3.925 -1.104 1.319
H 2.704 4.000 -2.535
H -2.568 4.872 0.029
H 1.535 3.693 3.040
H 2.633 -3.796 -0.923
H 2.066 -3.318 4.029
O -0.440 0.717 4.617
H 1.535 2.068 -5.100
H 0.592 -1.735 -1.968
H 3.798 3.157 -2.120
O 3.160 -1.141 2.892
O -2.672 3.911 -0.068
O 0.902 4.251 2.621
H -0.281 -4.126 2.402
H -3.347 1.574 0.371
H -2.185 -2.489 2.271
H -1.637 -2.755 -3.199
O -0.179 2.166 1.105
O -1.177 -2.911 -2.373
H 3.294 -1.903 2.341
H 1.136 -0.445 -5.122
H -0.481 3.080 1.198
O -1.941 -1.600 2.553
H -0.265 -4.053 0.964
H 0.980 -0.187 -1.996
O 2.073 -0.317 -5.224
O 2.968 3.069 -2.570
O -2.492 1.344 0.038
H -1.487 -3.726 -1.975
O 0.682 2.320 -4.749
O -1.957 0.167 -1.927
H -2.070 0.496 -0.788
O 0.287 -0.830 -1.853
H -2.383 -1.380 3.374
H 3.708 -0.414 2.590
O -0.918 -4.126 1.669
```

The total charge is +1. Its gap between HOMO and LUMO is 10.3 eV. Its HOMO energy is -13.226 eV.

These are the Löwdin partial charges, in e, on atoms 1 to 6: -0.0500, 0.0672, -0.0420, 0.0345, 0.0136, 0.0394


Entry b
The following is a quantum chemistry calculation of 17 unconnected molecules or ions with the total composition H35O17, from the Open Molecules 2025 dataset.

Structure (XYZ):
```
52
H35O17 ωB97M-V/def2-TZVPD
H -0.693 4.421 -2.341
H 1.216 0.582 0.731
O 0.658 2.393 1.093
H 2.675 0.488 1.570
H -0.486 1.360 -2.111
O 1.800 -2.649 0.929
H 3.660 1.389 2.963
H 2.327 0.064 -0.648
H -3.462 -0.028 -3.931
O -0.728 1.934 -1.263
H 2.092 -0.564 -1.949
O -2.599 3.830 -0.306
H -2.627 -0.483 -1.058
H 0.201 -2.208 0.200
H 1.913 -2.769 -0.701
H -1.140 -1.788 -0.867
H -1.313 -4.914 2.299
H 0.470 3.960 -1.474
H 4.480 2.565 2.395
H 4.461 0.767 -1.406
O 2.179 0.062 0.916
H -0.339 1.389 -0.470
O 4.155 -0.097 -1.237
O -3.514 -1.039 -3.762
H -4.109 -0.185 2.360
H 1.772 -3.285 1.628
O 3.855 1.869 2.231
O -0.233 -0.723 2.457
H 2.385 -1.934 1.267
H -1.211 -0.947 2.285
H -0.155 2.096 1.372
H 0.633 3.365 1.057
H -0.262 -0.639 3.375
O -2.908 -1.427 -1.172
H -2.918 4.031 0.536
O -0.323 -1.574 -0.278
H -2.967 -1.497 -2.185
H -1.833 4.195 -0.664
H 4.716 -0.726 -0.675
O -0.304 4.490 -1.437
O -2.918 0.996 -0.182
H 0.647 -0.666 -0.931
H -3.197 -1.472 -4.609
O 1.415 -0.117 -1.402
H -0.193 -5.245 1.084
O -0.292 -4.939 2.065
O -3.210 -0.055 2.483
H 3.101 -3.437 -1.471
O 2.415 -2.825 -1.559
H -3.702 0.957 0.274
H -2.509 1.884 -0.348
H -3.082 -0.855 2.865
```

The total charge is +1. Its gap between HOMO and LUMO is 10.4 eV. Its HOMO energy is -12.986 eV.

These are the Löwdin partial charges, in e, on atoms 1 to 6: 0.0918, 0.1457, -0.0039, -0.0063, 0.1263, -0.0496


Quick one: least stable of them? entry b


Entry a
The following is a quantum chemistry calculation of 17 unconnected molecules or ions with the total composition H35O17, from the Open Molecules 2025 dataset.

Structure (XYZ):
```
52
H35O17 ωB97M-V/def2-TZVPD
H 0.951 0.799 -3.571
H 1.565 -4.562 -1.846
O -3.304 -2.151 -1.466
H 0.142 -2.945 3.255
H -0.551 -2.187 2.213
H -0.181 2.847 -1.394
O -0.863 0.153 1.961
H 0.343 -4.329 -1.091
H 4.763 0.725 -2.627
O 4.359 -0.142 -2.598
H 0.631 -0.993 -1.644
H 2.701 2.943 -1.072
H 3.140 0.479 -0.521
H -3.388 0.760 3.322
H 1.600 -1.060 2.385
H -2.336 2.953 -2.656
H 0.428 -0.087 2.232
H -2.909 -2.970 -1.763
O -1.568 3.249 -2.156
O -0.335 -2.113 3.145
H 1.185 -2.882 0.101
H -3.070 0.472 4.703
O 2.388 -0.010 -0.156
H -1.051 0.202 -1.547
H -1.026 3.709 -2.815
H -3.903 -2.121 -0.719
O -3.273 -0.003 0.680
O 1.068 -2.850 1.077
O 0.482 2.521 -0.747
O 1.505 -0.078 2.485
H 1.705 0.677 -0.285
H 1.985 0.195 1.660
O -1.269 -0.452 -0.878
H 3.732 3.472 -0.188
O 1.077 1.167 -4.456
H -2.687 3.781 3.157
O 3.437 2.616 -0.530
O 1.298 -0.996 -2.335
O -3.074 2.955 3.461
H 0.839 0.369 -4.937
H -1.573 0.252 2.637
H -3.822 0.083 -0.089
H -3.740 2.729 2.801
H -2.809 0.837 0.589
O -2.971 0.063 3.837
H 2.072 -0.663 -1.831
H 4.678 -0.725 -3.290
O 1.300 -4.234 -0.973
H 0.314 2.666 0.186
H -1.398 -0.464 1.428
H -1.970 -1.044 -1.230
H 1.771 -3.403 1.437
```

The total charge is +1. Its gap between HOMO and LUMO is 10.5 eV. Its HOMO energy is -13.186 eV.

These are the Löwdin partial charges, in e, on atoms 1 to 6: -0.0134, 0.0794, -0.0244, 0.0554, 0.0145, -0.0090


Entry b
The following is a quantum chemistry calculation of 17 unconnected molecules or ions with the total composition H35O17, from the Open Molecules 2025 dataset.

Structure (XYZ):
```
52
H35O17 ωB97M-V/def2-TZVPD
H -2.925 -1.391 2.355
O 0.133 4.170 -0.894
H -2.766 -1.091 0.845
H 2.522 3.368 -2.915
H 0.758 0.752 -1.771
H -1.084 -3.846 0.358
H 3.458 -1.024 -4.125
O 2.862 -1.602 1.980
H 1.660 1.147 3.491
O 0.930 2.537 1.844
O 0.378 -0.908 1.641
O 0.352 -1.940 -0.687
H 1.389 -0.616 -3.717
H 2.055 3.633 -1.390
H 0.313 -1.031 -1.311
O -0.233 0.994 -1.495
O 2.471 0.619 3.476
O -0.756 -3.186 3.061
O -3.504 -1.773 -0.761
H -1.676 -3.608 2.947
H 0.534 2.158 1.288
H -0.149 3.621 -0.170
H -4.787 1.489 0.230
H 1.498 -1.237 1.581
O 2.848 3.267 -1.944
O -1.407 -4.004 -0.498
H -0.968 1.525 3.618
H 3.374 -1.769 1.222
H -0.108 -0.769 -3.709
H -0.047 -1.169 0.729
H 0.514 3.198 -4.760
H -2.970 -2.597 -1.084
H -4.541 -1.982 -0.862
H -4.515 2.854 0.990
H 2.450 -2.410 -4.412
H 3.226 -0.683 2.418
H 1.801 2.068 2.109
H 0.335 3.070 -3.181
O 2.708 -1.445 -4.290
O -0.024 3.522 -3.983
H -1.064 -4.734 -0.892
H 2.636 0.519 4.400
H -0.403 -2.491 -0.952
O -4.308 1.886 1.044
O -2.333 -0.947 1.618
O -0.170 0.817 3.626
H -0.396 -3.262 3.973
H -0.888 0.950 -2.109
H -0.302 0.295 2.840
O 0.560 -0.220 -3.388
H -0.063 -1.564 2.192
H 0.623 4.839 -0.577
```

The total charge is +1. Its gap between HOMO and LUMO is 10.1 eV. Its HOMO energy is -12.966 eV.

These are the Löwdin partial charges, in e, on atoms 1 to 6: 0.1315, 0.0180, -0.0819, 0.0649, 0.1147, 0.0278


Quick one: least stable of them? entry b


Entry a
The following is a quantum chemistry calculation of C3H2N2O in the gas phase, from the Open Molecules 2025 dataset.

Structure (XYZ):
```
8
C3H2N2O ωB97M-V/def2-TZVPD
H -2.185 -0.192 -1.509
C -0.777 -0.401 -0.118
C -0.300 -0.825 1.037
O 0.508 1.716 -0.286
C 0.504 0.679 0.265
H 1.955 -0.561 1.314
N -1.472 0.216 -0.911
N 1.054 -0.122 1.112
```

The total charge is 0. Its gap between HOMO and LUMO is 7.7 eV. Its HOMO energy is -8.468 eV.

These are the Löwdin partial charges, in e, on atoms 1 to 6: 0.0909, -0.3662, 0.0861, 0.1867, -0.4762, 0.1569


Entry b
The following is a quantum chemistry calculation of C3H2N2O in the gas phase, from the Open Molecules 2025 dataset.

Structure (XYZ):
```
8
C3H2N2O ωB97M-V/def2-TZVPD
C -1.014 0.545 0.025
C 0.231 -0.098 -0.547
N 2.616 0.374 0.265
C 1.523 0.105 -0.003
H 0.366 -0.440 -1.554
H -1.081 -1.335 1.362
N -1.008 -0.707 0.500
O -1.634 1.556 -0.048
```

The structure (SMILES) is N#C[C@H]1NC1=O. The total charge is 0. Its gap between HOMO and LUMO is 10.3 eV. Its HOMO energy is -10.660 eV.

These are the Löwdin partial charges, in e, on atoms 1 to 6: -0.5481, -0.0328, 0.1683, -0.2046, 0.1276, 0.1659


Entry c
The following is a quantum chemistry calculation of C3H2N2O in the gas phase, from the Open Molecules 2025 dataset.

Structure (XYZ):
```
8
C3H2N2O ωB97M-V/def2-TZVPD
C -0.365 -0.685 0.871
C 0.022 0.074 -0.184
O -0.733 -2.668 2.030
N -0.511 -1.754 1.323
N 0.410 -0.066 -1.380
H -0.454 1.960 -1.202
H 1.286 1.812 -0.618
C 0.345 1.326 -0.839
```

The structure (SMILES) is [O-][N+]#CC1=NC1. The total charge is 0. Its gap between HOMO and LUMO is 9.8 eV. Its HOMO energy is -10.047 eV.

These are the Löwdin partial charges, in e, on atoms 1 to 6: 0.0828, -0.3205, 0.0897, -0.0864, 0.1770, 0.0828


Quick one: least stable of them? entry a


Entry a
The following is a quantum chemistry calculation of 2 unconnected molecules or ions with the total composition CH5NOS2, from the Open Molecules 2025 dataset.

Structure (XYZ):
```
10
CH5NOS2 ωB97M-V/def2-TZVPD
H -0.963 -1.092 -1.033
S 0.772 0.568 2.081
H 0.158 1.152 1.015
H -1.177 0.562 3.795
S -0.944 -0.333 2.850
H 1.368 -0.945 -0.952
O -1.092 0.607 -2.185
C -0.460 -0.294 -1.633
N 0.903 -0.443 -1.697
H 1.434 0.218 -2.241
```

The structure (SMILES) is NC=O.SS. The total charge is 0. Its gap between HOMO and LUMO is 9.9 eV. Its HOMO energy is -9.797 eV.

These are the Löwdin partial charges, in e, on atoms 1 to 6: 0.1305, 0.2114, -0.2050, -0.2264, 0.2321, 0.0820


Entry b
The following is a quantum chemistry calculation of 2 unconnected molecules or ions with the total composition CH5NOS2, from the Open Molecules 2025 dataset.

Structure (XYZ):
```
10
CH5NOS2 ωB97M-V/def2-TZVPD
C -2.488 -1.543 1.432
H 3.389 1.771 -4.200
N -2.261 -0.433 2.272
S 4.540 1.453 -3.707
H -3.441 -2.059 1.591
S 3.788 1.337 -1.787
H -1.886 0.563 2.430
H -2.604 -0.821 3.125
O -1.569 -2.174 0.852
H 2.533 1.906 -2.007
```

The structure (SMILES) is NC=O.SS. The total charge is 0. Its gap between HOMO and LUMO is 8.8 eV. Its HOMO energy is -8.425 eV.

These are the Löwdin partial charges, in e, on atoms 1 to 6: -0.3408, -0.2463, 0.0415, 0.2262, 0.1167, 0.1838


Quick one: least stable of them? entry b